This record from the OMol25 dataset describes a cluster of 2 separate species, C10H11N2O3 in total at a distorted geometry. The level of theory is ωB97M-V with the def2-TZVPD basis set.

The calculation puts the frontier orbital gap (alpha / beta) at 0.325 / 0.248 hartree. The value obtained for the calculated total energy is -19666.2229 eV. As for the largest force on an atom: 2.41 eV/A. Its highest occupied orbital energy (alpha / beta) is -9.09 / -9.10 eV.

ORCA input file:
```
! wB97M-V def2-TZVPD RIJCOSX def2/J DEFGRID3
* xyz 0 2
H -1.337 -0.839 -2.048
O 3.405 -2.534 0.843
C -3.643 -0.477 0.429
H 1.080 2.234 1.131
C -1.401 -0.445 1.335
C 1.354 2.149 0.083
H 3.080 -0.044 -1.102
N 0.593 2.937 -0.802
H 0.863 -0.576 -1.260
C -2.778 -0.359 1.521
C 0.592 -0.597 -0.198
H -3.177 -0.154 2.515
H -0.737 -0.376 2.199
C -1.744 -0.741 -1.039
C 2.860 -1.589 0.269
H 4.414 -1.144 -0.975
H 1.228 -1.383 1.696
H -3.792 -0.757 -1.708
H -4.720 -0.365 0.570
O -0.371 3.544 -0.353
H 2.357 1.908 -0.262
C -0.865 -0.588 0.044
O 0.901 2.942 -1.992
N 3.472 -0.890 -0.709
C -3.124 -0.688 -0.848
C 1.490 -1.167 0.659
*
```

***

This record from the OMol25 dataset describes the molecule C4H5NO. The level of theory is ωB97M-V with the def2-TZVPD basis set.

The calculation puts the frontier orbital gap at 0.350 hartree. The value obtained for the calculated total energy is -7765.6104 eV. As for the largest force on an atom: 0.39 eV/A. Its highest occupied orbital energy is -8.88 eV. Its structure (SMILES) is OC1=CC=NC1.

ORCA input file:
```
! wB97M-V def2-TZVPD RIJCOSX def2/J DEFGRID3
* xyz 0 1
H 0.882 -1.219 -1.506
N 1.296 -0.905 0.579
C 0.451 -0.402 1.409
O -1.168 0.678 -1.575
C -0.448 0.243 -0.525
H 0.601 -0.508 2.482
C -0.663 0.324 0.803
H -1.471 0.822 1.326
H 1.621 0.305 -1.010
C 0.870 -0.445 -0.732
H -1.972 1.107 -1.250
*
```

***

This record from the OMol25 dataset describes the molecule C2H2FN3 at a distorted geometry. The level of theory is ωB97M-V with the def2-TZVPD basis set.

The calculation puts the frontier orbital gap at 0.381 hartree. The value obtained for the calculated total energy is -9288.0410 eV. As for the largest force on an atom: 3.04 eV/A. Its highest occupied orbital energy is -9.95 eV. Its structure (SMILES) is F/N=C/N1C=N1.

ORCA input file:
```
! wB97M-V def2-TZVPD RIJCOSX def2/J DEFGRID3
* xyz 0 1
C 0.398 -0.265 -0.524
H 1.427 -0.300 -0.374
N -1.580 0.507 0.868
N -0.141 -0.932 -1.461
N -0.310 0.749 0.024
C -0.508 0.820 1.403
F 0.800 -1.593 -2.318
H -0.085 1.012 2.382
*
```

***

This record from the OMol25 dataset describes the molecule C7H8OS at a distorted geometry. The level of theory is ωB97M-V with the def2-TZVPD basis set.

The calculation puts the frontier orbital gap at 0.325 hartree. The value obtained for the calculated total energy is -20268.8583 eV. As for the largest force on an atom: 5.93 eV/A. Its highest occupied orbital energy is -8.37 eV. Its structure (SMILES) is CC1=CC=C[C@]2(O)S[C@H]12.

ORCA input file:
```
! wB97M-V def2-TZVPD RIJCOSX def2/J DEFGRID3
* xyz 0 1
H -3.044 -0.900 -1.091
C -1.802 0.107 0.641
S -0.355 -2.380 0.156
H 3.090 -0.309 0.270
C -0.952 1.003 1.189
C 0.429 0.910 0.917
H 0.409 -1.116 -1.805
H -1.121 1.809 1.854
H 0.985 1.615 1.430
C 0.973 0.141 -0.047
C -1.365 -0.912 -0.361
O -2.180 -1.288 -1.367
H 2.566 0.163 -1.400
C 2.458 0.376 -0.297
H -2.784 0.333 0.968
H 2.647 1.353 -0.237
C 0.047 -0.907 -0.820
*
```

***

This record from the OMol25 dataset describes a cluster of 2 separate species, CH3INO in total at a distorted geometry. The level of theory is ωB97M-V with the def2-TZVPD basis set.

The calculation puts the frontier orbital gap (alpha / beta) at 0.256 / 0.201 hartree. The value obtained for the calculated total energy is -12720.9054 eV. As for the largest force on an atom: 5.80 eV/A. Its highest occupied orbital energy (alpha / beta) is -3.15 / -2.61 eV.

ORCA input file:
```
! wB97M-V def2-TZVPD RIJCOSX def2/J DEFGRID3
* xyz -1 1
H 0.691 -1.216 -1.238
N -1.584 0.945 1.060
H 1.734 0.329 -1.802
C 1.543 -0.468 -1.222
O -1.146 1.464 2.084
H 2.109 -0.585 -0.268
I -3.347 -0.470 1.386
*
```

***

This record from the OMol25 dataset describes the molecule CH2N4O at a distorted geometry. The level of theory is ωB97M-V with the def2-TZVPD basis set.

The calculation puts the frontier orbital gap at 0.375 hartree. The value obtained for the calculated total energy is -9072.5059 eV. As for the largest force on an atom: 6.80 eV/A. Its highest occupied orbital energy is -10.42 eV. Its structure (SMILES) is [H]/N=c1/nn[nH]o1.

ORCA input file:
```
! wB97M-V def2-TZVPD RIJCOSX def2/J DEFGRID3
* xyz 0 1
N -1.902 0.298 -0.025
O 0.046 -0.877 -0.126
H 1.922 -0.648 0.770
N 0.162 1.189 -0.196
H -2.275 -0.555 -0.020
C -0.695 0.136 -0.151
N 1.423 -0.459 -0.248
N 1.320 0.916 -0.004
*
```